# C2H4N2O3

One molecule with the formula C2H4N2O3 in a non-equilibrium geometry (the ωB97M-V functional and the def2-TZVPD basis, the Open Molecules 2025 dataset).

Output
E_tot, Ha: -413.75071
LUMO, eV: 0.61
2S+1: 1
Structure (SMILES): NC(=O)O/C=N\O
Energy relative to the best compared isomer or geometry (same formula, charge and spin), kJ/mol: 370.2

Each line ends with the Mulliken charge.
Geometry (Å):
C1 -1.38314 0.20897 -0.03854  0.61
C2 0.86826 0.86919 0.06069  0.13
H1 3.39736 -0.61275 -0.23427  0.33
O1 2.50345 -0.59024 -0.00231  -0.35
N1 -2.02063 -0.97013 0.29113  -0.44
O2 -1.82568 1.34366 -0.02603  -0.54
H2 -2.96815 -1.09121 0.19850  0.24
H3 -1.29828 -1.71705 -0.34024  0.33
N2 2.13273 0.69768 0.26731  -0.36
H4 0.67062 2.02938 0.05020  0.33
O3 -0.07653 -0.16750 -0.22644  -0.28

Forces on atoms 1 to 2 (eV/Å):
C -1.7326 1.0450 1.2178
C 1.0651 1.8833 0.1792

***

# C2H4N2O3

A 2-piece molecular cluster, C2H4N2O3 overall in a non-equilibrium geometry (the ωB97M-V functional and the def2-TZVPD basis, the Open Molecules 2025 dataset).

Output
E_tot, Ha: -413.69720
LUMO, eV: -1.00
2S+1: 1
Energy relative to the best compared isomer or geometry (same formula, charge and spin), kJ/mol: 510.6

Each line ends with the Mulliken charge.
Geometry (Å):
H1 1.32546 1.34426 -0.10271  0.31
C1 -0.52955 0.98271 0.07622  0.51
H2 2.40479 -0.10979 -0.68828  0.37
O1 -0.82031 2.16494 -0.25779  -0.52
H3 1.53290 -1.28513 0.84566  0.30
N1 1.29477 -0.67604 -0.04590  -0.69
C2 -1.62520 -0.12948 -0.03187  0.45
O2 -2.82069 0.00204 0.29693  -0.48
H4 -0.25219 -1.44214 -0.46360  0.53
N2 0.67468 0.62898 0.55496  -0.25
O3 -1.18465 -1.48034 -0.18362  -0.51

Forces on atoms 1 to 2 (eV/Å):
H -2.2137 -1.5618 3.3801
C -3.9641 2.9971 -2.4637

***

# C2H4N2O4

A 2-piece molecular cluster, C2H4N2O4 overall in a non-equilibrium geometry (the ωB97M-V functional and the def2-TZVPD basis, the Open Molecules 2025 dataset).

Output
E_tot, Ha: -488.74704
LUMO, eV: -1.58
2S+1: 1
Energy relative to the best compared isomer or geometry (same formula, charge and spin), kJ/mol: 856.4

Each line ends with the Mulliken charge.
Geometry (Å):
H1 -1.26841 -1.58132 0.47329  0.29
C1 -0.72053 0.38127 -0.18370  0.56
N1 1.67033 0.70874 0.76126  -0.29
N2 -1.46187 -0.69231 -0.00294  0.00
H2 2.72076 -0.85427 -0.19039  0.38
O1 -2.86835 -0.49609 0.30637  -0.50
C2 0.68799 -0.17176 -0.06856  0.55
O2 0.98608 -1.46215 -0.19896  -0.65
O3 -1.31449 1.57451 -0.24518  -0.70
H3 -3.10287 0.58531 -0.18370  0.43
H4 1.67752 1.89745 -0.37333  0.36
O4 2.99385 0.11064 -0.09416  -0.43

Forces on atoms 1 to 2 (eV/Å):
H 0.7709 0.6820 -0.8023
C -2.7265 3.3373 0.3071

***

# C2H4N2O4

One molecule with the formula C2H4N2O4 in a non-equilibrium geometry (the ωB97M-V functional and the def2-TZVPD basis, the Open Molecules 2025 dataset).

Output
E_tot, Ha: -488.91783
LUMO, eV: 0.56
2S+1: 1
Structure (SMILES): O=CO/C(=N/O)NO
Energy relative to the best compared isomer or geometry (same formula, charge and spin), kJ/mol: 408.0

Each line ends with the Mulliken charge.
Geometry (Å):
O1 2.43145 -0.77075 0.36097  -0.41
C1 0.37811 -0.02594 -0.31577  0.71
H1 -2.75503 -0.90800 -0.78770  0.35
O2 -0.56400 1.82346 0.52340  -0.43
O3 -1.77862 -1.38682 0.90162  -0.42
H2 -0.87030 2.31251 -0.35399  0.38
C2 -1.85869 -0.80274 -0.15100  0.14
N1 1.17363 -0.99761 -0.34089  -0.47
N2 0.60603 1.14703 -0.00289  -0.20
H3 2.86435 -1.56668 0.17890  0.36
H4 1.23697 1.25919 0.84222  0.31
O4 -0.86390 -0.08364 -0.85488  -0.33

Forces on atoms 1 to 2 (eV/Å):
O -2.5969 2.4875 -0.3522
C -1.0035 -6.4323 -1.7803

***

# C2H4N2OS

One molecule with the formula C2H4N2OS in a non-equilibrium geometry (the ωB97M-V functional and the def2-TZVPD basis, the Open Molecules 2025 dataset).

Output
E_tot, Ha: -661.48002
LUMO, eV: 0.24
2S+1: 1
Structure (SMILES): [H]/N=C1/NSCO1
Energy relative to the best compared isomer or geometry (same formula, charge and spin), kJ/mol: 277.0

Each line ends with the Mulliken charge.
Geometry (Å):
H1 -0.03064 -2.22457 0.01629  0.31
O1 -0.45800 0.94531 -0.09780  -0.34
S1 1.76309 -0.59656 -0.20516  -0.04
C1 1.02850 0.94165 0.07221  -0.28
H2 1.57942 1.68672 -0.51725  0.31
H3 1.35231 1.05314 1.09040  0.27
N1 -2.09486 -0.62048 -0.13215  -0.72
H4 -2.56053 0.38253 -0.36870  0.27
C2 -0.80396 -0.33389 -0.06625  0.49
N2 0.22466 -1.23384 0.20842  -0.26

Forces on atoms 1 to 2 (eV/Å):
H 0.5425 1.2758 0.1350
O 4.3365 0.3797 -0.2488

***

# C2H4N2OS

C2H4N2OS as an isolated structure (the ωB97M-V functional and the def2-TZVPD basis, the Open Molecules 2025 dataset).

Output
E_tot, Ha: -661.53420
LUMO, eV: 0.63
2S+1: 1
Energy relative to the best compared isomer or geometry (same formula, charge and spin), kJ/mol: 134.8

Each line ends with the Mulliken charge.
Geometry (Å):
H1 -0.67213 1.58696 1.29594  0.39
N1 -2.44185 -0.10719 -0.90543  -0.44
C1 -1.91269 1.01373 -0.46184  -0.08
H2 1.80319 -2.68911 -0.04054  0.30
C2 -1.19906 0.83751 0.73619  -0.13
O1 1.33911 -1.86341 -0.18461  -0.59
H3 -2.06179 1.92276 -1.01028  0.38
N2 -1.21446 -0.40698 1.15930  -0.38
H4 1.99443 -1.19505 -0.39428  0.30
S1 -2.05802 -1.30359 0.11303  0.26

Forces on atoms 1 to 2 (eV/Å):
H 0.0806 0.1971 0.1192
N -0.3592 -0.0579 -0.6079